[1]
{
  "formula": "C32H39N3O2",
  "method": "ωB97M-V/def2-TZVPD",
  "largest_force_ev_per_a": 1.60,
  "homo_ha": -0.2651,
  "total_energy_ha": -1557.506310,
  "orbital_gap_ha": 0.2069,
  "molar_mass_g_mol": 497.68,
  "charge": 0,
  "lumo_ev": -1.58,
  "symbols": ["C", "C", "C", "C", "C", "O", "N", "C", "O", "C", "H", "H", "H", "H", "H", "H", "H", "H", "H", "H", "C", "C", "N", "C", "C", "C", "C", "C", "C", "C", "C", "C", "C", "C", "C", "C", "N", "C", "C", "C", "C", "C", "C", "C", "C", "C", "C", "H", "H", "H", "H", "H", "H", "H", "H", "H", "H", "H", "H", "H", "H", "H", "H", "H", "H", "H", "H", "H", "H", "H", "H", "H", "H", "H", "H", "H"],
  "xyz": [[-6.2750, -1.3269, -0.4515], [-4.9136, -1.3061, 0.2603], [-5.1256, -1.3349, 1.7736], [-4.0189, -2.4944, -0.1858], [-2.4924, -2.3550, 0.1045], [-1.8403, -3.4014, 0.1079], [-1.9368, -1.1126, 0.3337], [-2.6669, -0.0004, 0.1223], [-2.1896, 1.1520, 0.1024], [-4.1863, -0.0191, -0.1618], [-6.1534, -1.2923, -1.5377], [-6.8628, -2.2189, -0.2156], [-6.8756, -0.4507, -0.1800], [-4.1609, -1.3150, 2.2857], [-5.7044, -0.4623, 2.1008], [-5.6570, -2.2478, 2.0692], [-4.4010, -3.4251, 0.2617], [-4.1318, -2.5987, -1.2765], [-4.3032, 0.1195, -1.2473], [-4.6611, 0.8552, 0.3114], [3.2867, -3.8690, -4.4325], [2.7972, -2.7238, -5.3013], [1.9659, -1.7858, -4.5712], [1.1653, -0.9395, -5.4308], [0.0651, -0.2191, -4.6726], [0.6367, 0.5227, -3.4657], [1.5842, -0.3191, -2.6738], [2.2457, -1.4363, -3.2856], [3.1317, -2.2394, -2.5019], [3.2321, -1.9942, -1.1500], [2.3810, -1.0565, -0.4749], [2.3084, -1.1025, 0.9348], [1.7757, -0.0819, 1.7680], [2.4810, 0.3077, 2.9528], [2.1848, 1.4732, 3.6321], [1.0775, 2.2714, 3.2073], [0.7075, 3.3850, 3.9090], [1.1700, 3.5885, 5.2640], [2.6433, 3.2491, 5.4090], [3.0309, 1.9053, 4.7803], [-0.5325, 4.0741, 3.6150], [-0.7735, 4.1756, 2.1226], [-0.6549, 2.8109, 1.4659], [0.3594, 1.8858, 2.0384], [0.6149, 0.6676, 1.4344], [1.7374, -0.0885, -1.3100], [3.8925, -3.3735, -3.1191], [2.4472, -4.5403, -4.2086], [4.0210, -4.4534, -4.9968], [3.6453, -2.1945, -5.7665], [2.1712, -3.1040, -6.1169], [1.8255, -0.2095, -5.9302], [0.7582, -1.5899, -6.2103], [-0.4272, 0.4723, -5.3659], [-0.6973, -0.9255, -4.3261], [1.1131, 1.4478, -3.8219], [-0.1808, 0.8197, -2.7985], [3.9848, -2.5298, -0.5677], [2.9385, -1.8579, 1.4032], [3.3334, -0.3053, 3.2809], [0.9900, 4.6461, 5.4870], [0.5525, 2.9966, 5.9591], [3.2360, 4.0490, 4.9440], [2.8946, 3.2413, 6.4736], [2.9889, 1.1255, 5.5525], [4.0858, 1.9478, 4.4684], [-1.3706, 3.5429, 4.1012], [-0.4678, 5.0693, 4.0682], [-1.7804, 4.5722, 1.9515], [-0.0686, 4.8703, 1.6496], [-1.6266, 2.3134, 1.5223], [-0.4673, 2.9384, 0.3935], [-0.0875, 0.2739, 0.6948], [1.3501, 0.8209, -0.8485], [3.9440, -4.2074, -2.4078], [4.9368, -3.0830, -3.3057]],
  "lowdin_charge": [-0.071, -0.568, -0.052, -0.064, -0.499, -0.019, 0.136, -0.491, -0.071, -0.077, 0.076, 0.080, 0.081, 0.086, 0.081, 0.083, 0.119, 0.119, 0.122, 0.122, -0.161, -0.156, -0.062, -0.158, -0.156, -0.137, -0.114, -0.069, -0.134, 0.035, -0.176, 0.094, -0.187, 0.025, -0.146, -0.074, -0.073, -0.163, -0.162, -0.148, -0.160, -0.159, -0.158, -0.105, 0.032, 0.072, -0.144, 0.125, 0.116, 0.136, 0.123, 0.137, 0.122, 0.119, 0.127, 0.126, 0.124, 0.130, 0.126, 0.129, 0.120, 0.137, 0.117, 0.112, 0.121, 0.122, 0.141, 0.119, 0.119, 0.116, 0.101, 0.123, 0.091, 0.127, 0.122, 0.124]
}

[2]
{
  "formula": "C5H6O",
  "method": "ωB97M-V/def2-TZVPD",
  "largest_force_ev_per_a": 5.60,
  "e_above_lowest_ev": 3.283,
  "homo_ha": -0.3314,
  "smiles": "C#CC(=C)CO",
  "total_energy_ha": -269.225574,
  "orbital_gap_ha": 0.3586,
  "molar_mass_g_mol": 82.10,
  "charge": 0,
  "lumo_ev": 0.74,
  "symbols": ["C", "C", "C", "C", "C", "O", "H", "H", "H", "H", "H", "H"],
  "xyz": [[1.4357, 1.0218, -1.5041], [0.6291, 0.3322, -0.9623], [-0.3014, -0.4595, -0.2655], [-1.2172, -1.2169, -0.9177], [-0.2415, -0.4287, 1.2355], [0.0401, 0.8443, 1.7089], [2.2552, 1.5580, -1.9896], [-1.2811, -0.9807, -2.0031], [-1.8338, -1.8700, -0.3704], [0.6767, -1.1059, 1.4383], [-0.9993, -1.0546, 1.7610], [-0.9658, 1.2056, 1.9775]],
  "lowdin_charge": [0.138, -0.131, -0.339, 0.080, -0.310, -0.089, 0.047, 0.087, 0.046, 0.146, 0.127, 0.198]
}

[3]
{
  "formula": "C27H28BN9OS2Ti",
  "method": "ωB97M-V/def2-TZVPD",
  "largest_force_ev_per_a": 2.09,
  "e_above_lowest_ev": 1.106,
  "homo_ha": 0.0107,
  "total_energy_ha": -3284.603096,
  "orbital_gap_ha": 0.1521,
  "molar_mass_g_mol": 617.40,
  "charge": -2,
  "lumo_ev": 4.43,
  "symbols": ["Ti", "C", "C", "N", "N", "C", "O", "C", "C", "C", "C", "C", "C", "C", "C", "C", "C", "C", "N", "H", "H", "H", "H", "H", "H", "H", "H", "H", "H", "H", "H", "C", "C", "N", "N", "C", "B", "N", "C", "C", "C", "N", "N", "C", "C", "C", "N", "H", "H", "H", "H", "H", "H", "H", "H", "H", "H", "C", "C", "S", "C", "C", "S", "H", "H", "H", "H", "H", "H"],
  "xyz": [[0.3107, -0.2262, 0.3627], [-1.9041, 1.4231, 3.6914], [-0.7955, 0.9483, 2.8126], [-0.9810, 0.0005, 1.8310], [-2.1688, -0.6747, 1.7198], [-1.9874, -1.6343, 0.8794], [-0.7991, -1.8621, 0.3808], [-3.1230, -2.5079, 0.5057], [-4.4332, -2.1564, 0.8111], [-5.4874, -2.9852, 0.4484], [-5.2502, -4.1739, -0.2320], [-3.9452, -4.5204, -0.5495], [-2.8880, -3.6881, -0.1875], [0.4918, 1.3843, 2.8405], [1.0587, 2.2417, 3.8405], [2.3857, 2.4693, 3.8734], [3.2307, 1.8535, 2.8853], [2.6557, 1.0997, 1.9201], [1.3140, 0.8483, 1.8327], [-2.7125, 0.6930, 3.6853], [-1.5680, 1.5747, 4.7221], [-2.3020, 2.3712, 3.3153], [-4.5999, -1.2185, 1.3254], [-6.5044, -2.6984, 0.6909], [-6.0757, -4.8149, -0.5228], [-3.7463, -5.4415, -1.0843], [-1.8647, -3.9338, -0.4417], [0.3964, 2.7003, 4.5642], [2.8133, 3.1133, 4.6342], [4.3004, 2.0120, 2.8740], [3.2739, 0.6601, 1.1479], [3.2349, 2.1416, -1.9491], [2.1208, 2.0150, -1.0991], [1.8285, 0.7310, -0.9387], [2.7328, 0.0096, -1.6576], [3.5843, 0.8468, -2.2771], [2.6231, -1.5255, -1.7317], [1.2380, -1.8562, -2.3260], [0.8676, -2.7371, -3.2720], [-0.4907, -2.5810, -3.4785], [-0.8662, -1.5558, -2.5896], [0.1792, -1.1314, -1.9029], [2.6904, -2.0819, -0.2748], [3.4867, -3.0026, 0.2532], [3.1636, -3.1472, 1.5942], [2.1245, -2.2361, 1.7936], [1.8470, -1.6048, 0.6642], [3.7124, 3.0538, -2.2694], [1.5320, 2.7762, -0.5818], [4.3692, 0.4582, -2.9083], [3.5100, -2.0049, -2.4007], [1.5905, -3.3927, -3.7355], [-1.1189, -3.1210, -4.1690], [-1.8317, -1.1050, -2.4118], [4.2342, -3.4895, -0.3545], [3.6182, -3.8039, 2.3179], [1.5754, -1.9890, 2.6874], [-1.6877, 3.1775, -2.8024], [-1.0394, 2.9773, -1.4283], [-1.3393, 1.3684, -0.7421], [-0.3741, 3.9991, -0.8399], [-0.3036, 5.3195, -1.5995], [0.4736, 3.9693, 0.6975], [-2.1609, 2.2517, -3.1262], [-0.9563, 3.4666, -3.5704], [-2.4611, 3.9591, -2.7846], [-1.1975, 5.5268, -2.1968], [0.5577, 5.3316, -2.2824], [-0.1620, 6.1294, -0.8842]],
  "lowdin_charge": [0.831, -0.050, -0.316, -0.170, 0.093, -0.482, -0.185, -0.139, -0.031, -0.108, -0.134, -0.106, -0.030, -0.293, -0.065, -0.123, -0.113, -0.180, -0.044, 0.052, 0.058, 0.079, 0.108, 0.088, 0.083, 0.088, 0.110, 0.095, 0.080, 0.074, 0.099, -0.052, -0.159, -0.042, -0.026, -0.104, -0.501, -0.023, -0.104, -0.077, -0.157, -0.003, 0.000, -0.096, -0.062, -0.121, -0.042, 0.081, -0.048, 0.102, 0.111, 0.104, 0.075, 0.093, 0.111, 0.079, 0.123, -0.179, -0.759, 0.622, -0.857, -0.181, 0.450, 0.029, 0.061, 0.053, 0.040, 0.063, 0.029]
}

[4]
{
  "formula": "C5H4F6S",
  "method": "ωB97M-V/def2-TZVPD",
  "largest_force_ev_per_a": 3.95,
  "e_above_lowest_ev": 0.000,
  "homo_ha": -0.3672,
  "total_energy_ha": -1190.288283,
  "orbital_gap_ha": 0.3848,
  "molar_mass_g_mol": 210.14,
  "charge": 0,
  "lumo_ev": 0.48,
  "symbols": ["C", "C", "C", "C", "C", "F", "F", "F", "F", "F", "F", "S", "H", "H", "H", "H"],
  "xyz": [[0.0159, -0.8458, 1.1177], [0.0359, 0.7397, 0.0131], [0.5320, -2.1164, 0.5723], [-1.1524, 1.6497, 0.1294], [0.6309, 0.6177, -1.3566], [-1.8729, 1.4032, 1.2319], [-0.7952, 2.9410, 0.1906], [-1.9914, 1.5315, -0.9072], [-0.1847, -0.0228, -2.2076], [0.8870, 1.8171, -1.8978], [1.7839, -0.0614, -1.3596], [1.0718, 0.5542, 1.4645], [-0.9375, -0.8483, 1.6215], [1.4310, -1.9868, -0.0237], [-0.2353, -2.6240, -0.0153], [0.7808, -2.7486, 1.4267]],
  "lowdin_charge": [-0.408, -0.361, -0.122, -0.654, -0.648, 0.130, 0.146, 0.159, 0.149, 0.158, 0.125, 0.985, 0.086, 0.074, 0.092, 0.088]
}

[5]
{
  "formula": "C17H13BrN2O3",
  "method": "ωB97M-V/def2-TZVPD",
  "largest_force_ev_per_a": 5.31,
  "e_above_lowest_ev": 0.000,
  "homo_ha": -0.3249,
  "smiles": "COC(=O)c1nc(Br)c2cccnc2c1OCc1ccccc1",
  "total_energy_ha": -3564.770973,
  "orbital_gap_ha": 0.2905,
  "molar_mass_g_mol": 373.21,
  "charge": 0,
  "lumo_ev": -0.94,
  "symbols": ["C", "O", "C", "O", "C", "N", "C", "Br", "C", "C", "C", "C", "N", "C", "C", "O", "C", "C", "C", "C", "C", "C", "C", "H", "H", "H", "H", "H", "H", "H", "H", "H", "H", "H", "H", "H"],
  "xyz": [[1.6776, 2.7907, -0.1652], [0.6395, 3.1295, -1.0401], [-0.5287, 2.4664, -0.6670], [-1.2186, 2.8889, 0.2150], [-0.8054, 1.2662, -1.3574], [-0.5142, 1.1992, -2.6691], [-0.5957, 0.0226, -3.3111], [0.2551, -0.0450, -5.0599], [-1.2528, -1.0703, -2.7709], [-1.3852, -2.2338, -3.5663], [-2.1593, -3.2377, -3.0363], [-2.7199, -3.1871, -1.7867], [-2.4405, -2.1078, -0.9897], [-1.7307, -1.0696, -1.5044], [-1.3173, 0.0983, -0.7220], [-1.5470, 0.2186, 0.6712], [-0.8489, -0.6964, 1.6132], [0.4342, -0.1796, 2.0929], [0.2783, 0.7931, 3.1007], [1.4040, 1.4287, 3.6786], [2.6651, 0.8494, 3.4385], [2.7959, -0.2449, 2.5875], [1.7208, -0.6803, 1.8622], [2.4506, 3.6587, -0.1962], [2.2070, 1.9193, -0.4997], [1.3170, 2.6208, 0.9034], [-0.9821, -2.3986, -4.5488], [-2.3926, -4.1729, -3.5381], [-3.2688, -4.0366, -1.4443], [-1.3980, -0.8942, 2.4825], [-0.6175, -1.6091, 1.0385], [-0.6670, 1.2697, 3.3206], [1.2575, 2.2880, 4.3639], [3.6114, 1.2685, 3.8164], [3.7875, -0.7140, 2.3700], [1.8888, -1.5987, 1.3182]],
  "lowdin_charge": [-0.090, -0.061, -0.434, 0.184, -0.129, 0.128, -0.596, 0.742, -0.218, -0.015, -0.069, -0.081, 0.149, -0.159, -0.038, -0.041, -0.105, -0.216, -0.032, -0.066, -0.094, -0.106, -0.053, 0.123, 0.073, 0.102, 0.076, 0.110, 0.106, 0.116, 0.125, 0.120, 0.113, 0.106, 0.120, 0.110]
}

[6]
{
  "formula": "C7H4AlO5",
  "method": "ωB97M-V/def2-TZVPD",
  "largest_force_ev_per_a": 7.02,
  "homo_ha": [-0.8791, -0.7087],
  "total_energy_ha": -886.406136,
  "orbital_gap_ha": [0.3778, 0.1436],
  "molar_mass_g_mol": 195.09,
  "charge": 3,
  "lumo_ev": [-13.64, -15.38],
  "symbols": ["Al", "C", "O", "C", "O", "C", "O", "C", "O", "C", "H", "H", "C", "H", "H", "O", "C"],
  "xyz": [[-0.0030, 0.2277, 1.3266], [0.0244, 0.7472, 3.4461], [0.0392, 1.0160, 4.5624], [-0.0050, 2.2403, 1.1245], [-0.0062, 3.3895, 0.9941], [-1.9950, 0.2718, 1.4789], [-3.1520, 0.2850, 1.5440], [1.9918, 0.2699, 1.4277], [3.1502, 0.2821, 1.4635], [-0.0073, -1.3611, -3.4141], [0.9280, -1.9338, -3.3630], [-0.9417, -1.9329, -3.3396], [-0.0106, -0.0475, -3.7279], [-0.9476, 0.4929, -3.9183], [0.9219, 0.4919, -3.9418], [0.0083, -2.7523, 2.3318], [0.0046, -1.6868, 2.0051]],
  "lowdin_charge": [0.050, 0.110, 0.332, 0.068, 0.324, 0.071, 0.322, 0.069, 0.321, 0.207, 0.126, 0.126, 0.211, 0.127, 0.128, 0.359, 0.048]
}